# 1
{"formula": "C39H37N4O4PtSSi", "method": "ωB97M-V/def2-TZVPD", "e_tot_ha": -2835.39555, "charge": -1, "relative_energy_kcal_mol": 7.65, "gap_ev": 6.30, "max_force_ev_per_a": 0.2, "symbols": ["Pt", "C", "O", "C", "C", "C", "C", "C", "C", "N", "C", "N", "C", "C", "C", "C", "C", "C", "O", "C", "N", "C", "C", "C", "C", "C", "C", "O", "C", "H", "H", "H", "H", "H", "H", "H", "H", "H", "H", "H", "H", "H", "H", "H", "H", "H", "H", "H", "H", "H", "H", "O", "N", "C", "C", "C", "C", "C", "S", "H", "H", "H", "H", "C", "C", "C", "C", "C", "C", "Si", "C", "C", "C", "C", "C", "C", "H", "H", "H", "H", "H", "H", "H", "H", "H", "H", "H"], "coordinates": [[-0.3332, -0.6479, 0.3577], [5.0300, 1.2894, -1.3522], [5.4044, 2.6355, -1.0285], [4.4633, 3.6091, -1.1683], [4.8514, 4.7571, -1.8561], [3.9621, 5.7966, -2.0542], [2.6636, 5.7058, -1.5654], [2.2845, 4.5845, -0.8514], [3.1748, 3.5342, -0.6306], [2.7965, 2.4241, 0.1606], [1.6838, 1.6436, -0.0669], [1.2475, 1.6267, -1.3490], [-0.1022, 1.4326, -1.7632], [-0.9967, 0.5474, -1.1458], [-2.2942, 0.5568, -1.6920], [-2.6623, 1.3319, -2.7751], [-1.7383, 2.1658, -3.3954], [-0.4612, 2.2097, -2.8734], [0.5515, 2.9871, -3.4159], [0.1582, 4.0942, -4.1952], [1.1095, 0.9495, 0.8565], [1.5046, 1.0871, 2.2062], [0.6434, 1.6939, 3.1089], [0.9431, 1.7433, 4.4615], [2.1124, 1.1638, 4.9262], [2.9776, 0.5338, 4.0426], [2.6752, 0.4912, 2.6880], [3.4700, -0.1253, 1.7609], [4.2145, -1.2456, 2.2080], [5.9484, 0.8010, -1.6724], [4.3096, 1.2772, -2.1731], [4.6049, 0.7680, -0.4981], [5.8599, 4.7945, -2.2468], [4.2781, 6.6749, -2.6028], [1.9580, 6.5107, -1.7235], [1.2866, 4.5003, -0.4376], [3.2371, 2.3147, 1.0600], [1.7568, 2.2239, -1.9816], [-3.0517, -0.0871, -1.2632], [-3.6746, 1.2736, -3.1577], [-2.0087, 2.7572, -4.2591], [-0.1878, 3.7890, -5.1868], [1.0392, 4.7246, -4.3063], [-0.6381, 4.6575, -3.7003], [-0.2929, 2.0805, 2.7278], [0.2492, 2.2056, 5.1511], [2.3479, 1.1787, 5.9830], [3.8731, 0.0536, 4.4125], [4.5688, -1.7513, 1.3121], [3.5714, -1.9234, 2.7726], [5.0744, -0.9418, 2.8127], [-1.8262, -1.6339, 3.0346], [-1.3557, -2.8009, 3.2600], [-2.1051, -3.6780, 3.9763], [-1.6711, -4.9425, 4.2788], [-0.4203, -5.3510, 3.8232], [0.3225, -4.4684, 3.0719], [-0.1263, -3.1761, 2.7764], [0.8423, -2.0771, 1.8713], [-3.0591, -3.2676, 4.2703], [-2.3137, -5.5944, 4.8543], [-0.0478, -6.3453, 4.0326], [1.2826, -4.7504, 2.6630], [-2.0634, -3.2548, -4.7069], [-3.2495, -3.0564, -4.0165], [-3.2263, -2.7767, -2.6545], [-2.0281, -2.6837, -1.9471], [-0.8447, -2.8767, -2.6678], [-0.8559, -3.1637, -4.0246], [-1.8772, -2.2727, -0.0863], [-3.6580, -1.9749, 0.5267], [-4.6187, -2.9840, 0.4381], [-5.9108, -2.8075, 0.9199], [-6.2700, -1.6032, 1.5080], [-5.3276, -0.5879, 1.6159], [-4.0402, -0.7777, 1.1351], [-2.0773, -3.4701, -5.7690], [-4.1977, -3.1148, -4.5391], [-4.1676, -2.6177, -2.1370], [0.1049, -2.7761, -2.1509], [0.0788, -3.3038, -4.5558], [-1.5852, -3.6150, 0.5144], [-4.3500, -3.9368, -0.0100], [-6.6345, -3.6111, 0.8397], [-7.2752, -1.4589, 1.8873], [-5.5942, 0.3496, 2.0902], [-3.2971, 0.0027, 1.2564]], "lowdin_charge": [0.670, -0.046, -0.084, -0.238, -0.008, -0.091, -0.094, -0.012, -0.178, 0.144, -0.369, 0.147, -0.187, -0.257, -0.145, -0.093, -0.052, -0.231, -0.123, -0.097, 0.005, -0.267, -0.011, -0.091, -0.095, -0.024, -0.293, -0.131, -0.101, 0.088, 0.098, 0.072, 0.116, 0.099, 0.101, 0.129, 0.146, 0.115, 0.058, 0.098, 0.095, 0.087, 0.082, 0.096, 0.118, 0.097, 0.096, 0.103, 0.091, 0.066, 0.083, -0.156, -0.257, -0.037, -0.092, -0.109, -0.116, -0.658, 0.629, 0.129, 0.093, 0.092, 0.094, -0.121, -0.108, -0.110, -0.313, -0.119, -0.106, 0.499, -0.324, -0.130, -0.113, -0.120, -0.097, -0.123, 0.087, 0.090, 0.087, 0.089, 0.090, -0.011, 0.099, 0.089, 0.087, 0.093, 0.090]}

=====

# 2
{"formula": "C2H5NO2", "method": "ωB97M-V/def2-TZVPD", "e_tot_ha": -284.41260, "charge": 0, "relative_energy_kcal_mol": 34.37, "smiles": "NC=O.C=O", "gap_ev": 10.66, "max_force_ev_per_a": 0.8, "symbols": ["N", "C", "O", "H", "H", "H", "C", "O", "H", "H"], "coordinates": [[-1.3854, -1.8403, -0.5529], [-1.0437, -0.8199, -1.3761], [-0.3413, 0.1119, -1.0629], [-1.8407, -2.6820, -0.8542], [-1.0795, -1.7916, 0.4061], [-1.4636, -0.9146, -2.3936], [1.9339, 1.2579, 1.6901], [0.8205, 1.4581, 1.3058], [2.3916, 0.2505, 1.5905], [2.6014, 2.0027, 2.1607]], "lowdin_charge": [0.112, -0.430, 0.012, 0.089, 0.102, 0.123, -0.157, -0.003, 0.078, 0.075]}

=====

# 3
{"formula": "C6H15NO", "method": "ωB97M-V/def2-TZVPD", "e_tot_ha": -367.57894, "charge": 0, "relative_energy_kcal_mol": 32.86, "smiles": "CCC(N)=O.CCC", "gap_ev": 10.49, "max_force_ev_per_a": 3.5, "symbols": ["C", "C", "C", "N", "O", "H", "H", "H", "H", "H", "H", "H", "C", "C", "C", "H", "H", "H", "H", "H", "H", "H", "H"], "coordinates": [[-2.3428, 1.0542, 0.7016], [-1.5285, 0.8804, 2.0347], [-1.4900, -0.5889, 2.3488], [-0.7193, -1.3644, 1.5168], [-1.8515, -1.0482, 3.4166], [-2.9385, 1.9744, 0.7526], [-3.0840, 0.2610, 0.5328], [-1.7407, 1.1505, -0.2043], [-0.6501, 1.4547, 1.7630], [-2.1291, 1.3881, 2.7825], [-0.5818, -2.2690, 1.9190], [-0.0119, -0.9652, 0.9242], [1.5487, 1.1140, -1.8469], [1.4239, -0.4058, -2.0677], [2.1788, -1.3218, -1.1038], [1.8832, 1.2532, -0.8078], [0.5945, 1.5796, -2.0965], [2.2298, 1.6905, -2.4905], [0.4328, -0.6818, -2.4109], [1.8815, -0.4660, -3.0781], [3.1837, -1.5474, -1.4276], [2.1128, -0.8881, -0.1033], [1.5989, -2.2539, -1.0551]], "lowdin_charge": [-0.105, -0.144, -0.560, 0.160, 0.051, 0.068, 0.077, 0.055, 0.108, 0.108, 0.100, 0.080, -0.126, -0.326, -0.114, 0.063, 0.058, 0.067, 0.091, 0.097, 0.068, 0.054, 0.070]}

=====

# 4
{"formula": "CNa10O3", "method": "ωB97M-V/def2-TZVPD", "e_tot_ha": -1883.21879, "charge": 8, "relative_energy_kcal_mol": 0.00, "gap_ev": 3.08, "max_force_ev_per_a": 8.7, "symbols": ["Na", "Na", "Na", "Na", "Na", "Na", "Na", "Na", "Na", "Na", "C", "O", "O", "O"], "coordinates": [[5.0717, 0.9271, 0.8945], [4.5872, -0.0051, -4.3569], [-4.4810, -3.4457, 2.0688], [1.4874, 5.4351, 1.2317], [-2.3625, 3.2141, 4.2470], [-5.9679, 1.3008, -2.1220], [-1.8563, -3.1185, -4.0377], [-0.1470, 2.8506, -4.1981], [2.7026, -5.0980, 0.5132], [0.9937, -1.7050, 5.6202], [-0.0369, -0.1466, 0.0690], [-1.1865, -0.1297, -0.2332], [0.7670, -0.6266, -0.7028], [0.4284, 0.5474, 1.0065]], "lowdin_charge": [0.962, 0.981, 0.989, 0.977, 0.974, 0.992, 0.975, 0.975, 0.984, 0.985, -1.297, -0.120, -0.167, -0.210]}

=====

# 5
{"formula": "C24H28N9O2S3Ti", "method": "ωB97M-V/def2-TZVPD", "e_tot_ha": -3618.46611, "charge": 1, "gap_ev": 5.78, "max_force_ev_per_a": 1.5, "symbols": ["Ti", "S", "C", "N", "C", "C", "N", "C", "C", "C", "C", "C", "C", "C", "C", "S", "C", "C", "C", "C", "C", "C", "C", "H", "H", "H", "H", "H", "H", "H", "H", "H", "H", "H", "H", "H", "H", "H", "H", "H", "H", "N", "N", "C", "N", "N", "N", "O", "O", "H", "H", "H", "H", "H", "C", "C", "C", "C", "N", "C", "S", "N", "H", "H", "H", "H", "H"], "coordinates": [[0.1642, -1.0545, -2.1580], [-1.4108, 0.3042, -0.9422], [-0.7202, 0.5217, 0.5672], [-0.8647, 1.6135, 1.2682], [-0.1723, 1.7946, 2.5580], [-0.1854, 0.4865, 3.2822], [0.4701, -0.5170, 2.4300], [1.6165, -1.2296, 3.0298], [2.7346, -0.2486, 3.2792], [3.3301, 0.3981, 2.1967], [4.3277, 1.3348, 2.4160], [4.7351, 1.6314, 3.7132], [4.1428, 0.9904, 4.7904], [3.1386, 0.0536, 4.5727], [0.1855, -0.5803, 1.1472], [0.7106, -1.7849, 0.1420], [-1.7576, 2.7214, 0.8909], [-3.0369, 2.6697, 1.6922], [-3.4707, 3.8126, 2.3520], [-4.6553, 3.7974, 3.0774], [-5.4054, 2.6343, 3.1540], [-4.9722, 1.4865, 2.5003], [-3.7944, 1.5038, 1.7697], [-0.7018, 2.5618, 3.1186], [0.8504, 2.1274, 2.3680], [-1.2111, 0.1688, 3.4839], [0.3552, 0.5511, 4.2226], [1.9084, -2.0156, 2.3403], [1.2863, -1.6942, 3.9592], [3.0039, 0.1840, 1.1812], [4.7876, 1.8332, 1.5727], [5.5159, 2.3611, 3.8816], [4.4579, 1.2182, 5.7999], [2.6807, -0.4535, 5.4152], [-1.9313, 2.6797, -0.1812], [-1.2234, 3.6455, 1.1123], [-2.8837, 4.7224, 2.2980], [-4.9871, 4.6938, 3.5839], [-6.3268, 2.6199, 3.7203], [-5.5583, 0.5786, 2.5520], [-3.4782, 0.6067, 1.2479], [2.3933, -4.0681, -3.2835], [3.2542, -3.5011, -2.3421], [3.1775, -2.1924, -2.0387], [4.1123, -1.6458, -1.2590], [2.1957, -1.4884, -2.5726], [1.9320, -0.1887, -2.1002], [2.5622, 0.4597, -1.1354], [1.1017, 0.4084, -2.9928], [1.5899, -4.4971, -2.8376], [2.9000, -4.7310, -3.8523], [3.9349, -4.0694, -1.8623], [4.8323, -2.2025, -0.8362], [3.8914, -0.6982, -0.9337], [-3.2990, -2.4146, -7.0021], [-2.5339, -1.8589, -5.8441], [-2.2202, -0.4914, -5.7850], [-1.4931, -0.0600, -4.7132], [-1.1335, -0.9171, -3.7478], [-1.5038, -2.2147, -3.8519], [-0.9879, -3.1671, -2.4878], [-2.1731, -2.7121, -4.8876], [-4.3275, -2.0485, -6.9748], [-3.3092, -3.4996, -6.9573], [-2.8619, -2.0848, -7.9448], [-2.5249, 0.1896, -6.5657], [-1.1639, 0.9650, -4.5969]], "lowdin_charge": [0.430, 0.823, -0.599, -0.071, -0.068, -0.076, -0.079, -0.093, -0.224, -0.035, -0.059, -0.071, -0.068, -0.045, -0.607, 0.832, -0.097, -0.218, -0.039, -0.066, -0.071, -0.065, -0.038, 0.141, 0.148, 0.147, 0.135, 0.086, 0.137, 0.086, 0.112, 0.109, 0.109, 0.116, 0.098, 0.136, 0.116, 0.110, 0.110, 0.110, 0.099, 0.056, -0.016, -0.450, 0.201, 0.038, -0.516, -0.176, -0.173, 0.054, 0.097, 0.152, 0.119, 0.078, -0.018, -0.292, 0.005, -0.072, -0.116, -0.771, 0.641, 0.132, 0.094, 0.084, 0.090, 0.121, 0.133]}

=====

# 6
{"formula": "C3H3NiO2", "method": "ωB97M-V/def2-TZVPD", "e_tot_ha": -1774.41480, "charge": 1, "relative_energy_kcal_mol": 69.00, "spin_multiplicity": 3, "gap_ev": [7.59, 7.44], "max_force_ev_per_a": 6.4, "symbols": ["C", "C", "H", "H", "H", "O", "C", "O", "Ni"], "coordinates": [[2.1429, 1.1032, -1.6050], [1.7156, 0.2455, -0.6694], [1.4295, 1.6629, -2.2184], [2.4639, -0.1535, 0.0295], [3.2014, 1.3643, -1.7039], [-0.1170, 0.5991, 0.4772], [-0.9713, 0.1030, 1.1922], [-2.0864, -0.2817, 1.1158], [-0.1275, -1.1989, -0.7969]], "lowdin_charge": [0.002, -0.035, 0.077, 0.076, 0.091, 0.057, -0.237, 0.247, 0.722]}